Entry 1:
A molecular structure, C25H53GeN6OS2SeSi3Ti, computed with ωB97M-V/def2-TZVPD.

Each line ends with the Mulliken spin population.
Geometry (Å):
Ti  -0.05  -0.50  -0.35  1.014
O  1.02  -1.81  0.59  -0.018
N  0.74  -3.12  0.46  -0.004
C  1.75  -3.97  0.74  0.001
C  1.53  -5.32  0.74  0.002
C  0.25  -5.79  0.44  0.000
C  -0.75  -4.90  0.13  0.006
C  -0.51  -3.51  0.11  0.013
S  -1.67  -2.33  -0.32  -0.010
H  2.69  -3.49  0.96  -0.001
H  2.35  -5.99  0.96  0.000
H  0.04  -6.85  0.44  0.000
H  -1.74  -5.23  -0.12  0.000
C  -1.36  0.68  -5.65  0.000
N  -1.18  1.05  -4.25  0.000
C  -1.63  0.34  -3.22  0.005
N  -2.16  -0.86  -3.44  0.000
S  -1.62  1.03  -1.63  0.013
H  -0.74  1.34  -6.26  0.000
H  -2.40  0.76  -5.96  0.000
H  -1.00  -0.34  -5.83  0.000
H  -0.99  2.01  -4.03  0.001
H  -1.99  -1.34  -4.31  0.000
H  -2.29  -1.46  -2.63  -0.002
Se  1.42  -1.64  -2.40  0.005
C  0.95  -2.00  -4.20  0.003
C  0.01  -2.97  -4.54  0.001
C  -0.30  -3.18  -5.88  0.000
N  0.25  -2.52  -6.89  -0.001
C  1.18  -1.62  -6.56  0.000
C  1.55  -1.32  -5.26  -0.002
H  -0.46  -3.57  -3.77  0.000
H  -1.04  -3.93  -6.15  0.000
H  1.65  -1.09  -7.39  0.000
H  2.31  -0.58  -5.07  0.000
C  0.52  0.55  5.21  -0.002
Si  0.67  -0.39  3.59  0.006
C  0.52  -2.20  4.05  0.002
C  2.44  -0.11  3.02  0.005
Ge  -0.97  0.30  2.00  -0.021
Si  -3.10  -0.46  2.71  0.002
C  -4.33  0.13  1.42  0.000
C  -3.26  -2.32  2.87  0.000
C  -3.61  0.22  4.37  -0.004
Si  -0.96  2.68  2.32  -0.002
C  0.80  3.32  2.40  -0.002
C  -1.83  3.59  0.93  -0.002
C  -1.80  3.24  3.91  -0.002
H  1.23  0.16  5.95  0.000
H  -0.49  0.46  5.63  0.000
H  0.72  1.61  5.08  0.000
H  1.14  -2.41  4.93  0.000
H  0.85  -2.88  3.25  0.000
H  -0.51  -2.46  4.29  0.000
H  3.13  -0.54  3.76  0.000
H  2.68  0.96  2.95  0.000
H  2.66  -0.58  2.06  0.001
H  -3.98  -0.11  0.41  0.001
H  -4.44  1.22  1.48  0.000
H  -5.31  -0.32  1.57  0.000
H  -3.25  -2.82  1.90  0.001
H  -4.21  -2.55  3.37  0.000
H  -2.46  -2.75  3.48  0.000
H  -3.74  1.30  4.34  0.000
H  -2.87  0.00  5.15  0.000
H  -4.56  -0.22  4.68  0.000
H  1.28  3.23  1.42  0.002
H  1.39  2.77  3.13  0.000
H  0.80  4.37  2.69  0.000
H  -1.42  3.32  -0.04  0.003
H  -1.72  4.67  1.05  0.000
H  -2.90  3.36  0.92  0.000
H  -1.59  2.58  4.75  0.000
H  -2.89  3.29  3.78  0.000
H  -1.47  4.25  4.19  0.000
C  2.37  3.95  -2.28  0.000
C  2.82  2.75  -1.45  0.001
C  3.73  3.21  -0.31  -0.001
C  3.57  1.76  -2.35  0.000
N  1.59  2.20  -0.87  0.019
N  1.71  0.91  -0.26  -0.037
H  3.22  4.54  -2.61  0.000
H  1.71  4.59  -1.69  0.000
H  1.83  3.62  -3.17  0.000
H  4.65  3.63  -0.71  0.000
H  4.00  2.37  0.34  0.000
H  3.23  3.96  0.30  0.000
H  4.30  2.30  -2.96  0.000
H  2.88  1.24  -3.02  0.000
H  4.12  1.01  -1.79  0.000
H  0.85  2.13  -1.56  0.000
H  2.04  1.05  0.70  -0.004
H  2.41  0.35  -0.75  0.009

Summary:
spin multiplicity = 2
strongest force on any atom = 0.99 eV Å⁻¹
highest occupied orbital energy (alpha / beta) = -6.85 / -6.81 eV
energy relative to the best compared isomer or geometry (same formula, charge and spin) = 11.82 kcal per mole
HOMO-LUMO gap (alpha / beta) = 6.79 / 6.79 eV
charge = 0

=====

Entry 2:
9 unconnected molecules or ions with the total composition C25H53N7O7, computed with ωB97M-V/def2-TZVPD.

Each line ends with the Löwdin charge.
Geometry (Å):
C  -4.06  0.80  6.02  -0.050
N  -4.86  1.19  4.86  -0.170
C  -6.29  0.69  4.83  -0.019
C  -4.47  2.08  3.97  -0.344
O  -5.28  2.55  3.12  -0.046
H  -3.38  1.63  6.23  0.084
H  -3.53  -0.16  5.93  0.085
H  -4.69  0.80  6.91  0.083
H  -6.39  -0.24  4.27  0.085
H  -6.73  0.52  5.81  0.078
H  -6.98  1.39  4.36  0.078
H  -3.40  2.32  4.04  0.137
C  -3.24  -0.49  -3.03  -0.060
N  -4.10  0.69  -3.13  -0.192
C  -5.25  0.66  -2.24  -0.063
C  -3.70  1.72  -3.92  -0.305
O  -4.25  2.84  -3.88  -0.023
H  -3.61  -1.40  -3.51  0.084
H  -3.20  -0.61  -1.95  0.082
H  -2.25  -0.28  -3.43  0.077
H  -5.16  1.30  -1.36  0.094
H  -6.15  0.97  -2.77  0.087
H  -5.69  -0.30  -1.95  0.087
H  -2.81  1.56  -4.55  0.134
C  4.89  -5.71  0.70  -0.057
N  4.78  -7.04  1.29  -0.191
C  4.93  -8.12  0.37  -0.052
C  4.42  -7.11  2.56  -0.382
O  4.31  -8.13  3.18  0.033
H  4.01  -5.33  0.18  0.081
H  5.60  -5.75  -0.13  0.084
H  5.01  -4.97  1.49  0.081
H  5.33  -9.01  0.85  0.096
H  4.06  -8.31  -0.26  0.095
H  5.70  -7.87  -0.37  0.081
H  4.39  -6.10  3.00  0.131
C  -2.78  7.22  -1.58  -0.078
N  -1.74  6.47  -0.95  -0.196
C  -0.43  7.12  -1.07  -0.042
C  -2.02  5.25  -0.48  -0.302
O  -1.08  4.52  -0.08  -0.049
H  -2.70  8.26  -1.25  0.087
H  -3.73  6.87  -1.20  0.087
H  -2.79  7.19  -2.67  0.096
H  0.42  6.64  -0.59  0.086
H  -0.18  7.49  -2.06  0.090
H  -0.49  8.07  -0.53  0.080
H  -3.08  4.97  -0.48  0.140
C  2.49  -0.62  -4.10  -0.044
N  2.02  0.66  -4.69  -0.183
C  1.72  1.78  -3.81  -0.073
C  1.60  0.87  -6.00  -0.315
O  1.09  1.89  -6.45  -0.010
H  3.12  -1.25  -4.73  0.084
H  1.65  -1.16  -3.65  0.081
H  3.15  -0.32  -3.29  0.081
H  1.16  1.50  -2.92  0.083
H  2.63  2.28  -3.45  0.085
H  1.17  2.62  -4.25  0.081
H  1.94  0.05  -6.66  0.127
C  4.00  3.03  1.30  -0.028
C  4.93  1.88  1.52  -0.493
C  4.63  1.00  2.71  -0.024
O  5.88  1.72  0.75  0.048
H  4.04  3.65  2.21  0.079
H  2.98  2.66  1.22  0.084
H  4.23  3.51  0.35  0.086
H  4.51  1.61  3.61  0.079
H  5.44  0.32  2.97  0.080
H  3.75  0.40  2.47  0.084
C  0.14  -6.83  -1.90  -0.018
C  0.08  -8.07  -2.89  -0.413
C  -1.25  -8.45  -3.55  -0.031
O  1.11  -8.71  -3.17  0.021
H  1.18  -6.48  -1.95  0.063
H  -0.08  -7.12  -0.88  0.076
H  -0.43  -5.94  -2.17  0.067
H  -2.00  -7.67  -3.62  0.072
H  -1.71  -9.33  -3.08  0.082
H  -0.97  -8.74  -4.56  0.079
C  -0.98  -0.05  1.85  -0.067
C  -0.26  -1.06  1.05  -0.268
N  0.28  -1.89  0.41  0.103
H  -1.91  0.32  1.40  0.080
H  -0.31  0.74  2.18  0.080
H  -1.28  -0.58  2.76  0.073
C  2.26  6.29  4.67  -0.071
C  1.87  4.89  4.85  -0.283
N  1.57  3.79  5.01  0.120
H  1.64  6.80  3.93  0.082
H  3.30  6.34  4.34  0.077
H  2.25  6.85  5.61  0.081

Summary:
spin multiplicity = 1
strongest force on any atom = 4.02 eV Å⁻¹
SMILES string = CN(C)C=O.CN(C)C=O.CN(C)C=O.CN(C)C=O.CN(C)C=O.CC(C)=O.CC(C)=O.CC#N.CC#N
highest occupied orbital energy = -9.20 eV
HOMO-LUMO gap = 9.34 eV
charge = 0

=====

Entry 3:
6 unconnected molecules or ions with the total composition C25H53NO17P, computed with ωB97M-V/def2-TZVPD.

Each line ends with the Löwdin charge.
Geometry (Å):
C  0.16  -4.65  1.88  -0.070
C  0.43  -3.16  2.14  -0.211
C  -0.44  -2.24  1.31  -0.195
O  -1.80  -2.33  1.76  -0.060
C  -2.72  -1.66  1.00  -0.308
N  -2.45  -0.15  1.00  0.144
C  -2.51  0.46  2.36  -0.052
C  -3.69  -0.18  3.10  -0.144
O  -4.61  -0.64  2.14  -0.147
C  -4.14  -1.85  1.56  -0.428
P  -5.44  -2.47  0.37  1.016
C  -5.17  -1.27  -1.01  -0.278
C  -4.57  -3.99  -0.21  -0.428
C  -5.00  -5.21  0.59  -0.160
H  1.06  -5.17  1.58  0.076
H  -0.58  -4.79  1.09  0.070
H  -0.23  -5.14  2.76  0.076
H  0.22  -2.94  3.19  0.112
H  1.46  -2.88  1.93  0.102
H  -0.08  -1.21  1.41  0.109
H  -0.39  -2.51  0.25  0.141
H  -2.67  -1.95  -0.06  0.141
H  -3.21  0.26  0.45  0.166
H  -1.58  0.08  0.52  0.172
H  -1.57  0.33  2.89  0.137
H  -2.68  1.53  2.22  0.117
H  -3.36  -1.01  3.73  0.136
H  -4.17  0.56  3.73  0.141
H  -4.05  -2.62  2.34  0.132
H  -6.04  -1.29  -1.65  0.040
H  -5.10  -0.27  -0.58  0.027
H  -4.28  -1.47  -1.62  0.043
H  -4.83  -4.10  -1.27  0.084
H  -3.48  -3.89  -0.19  0.066
H  -6.06  -5.43  0.43  0.071
H  -4.86  -5.05  1.66  0.064
H  -4.42  -6.09  0.31  0.074
C  2.79  -0.54  3.45  -0.042
O  3.87  -1.31  2.95  0.008
C  4.74  -0.59  2.23  -0.623
O  4.63  0.60  2.02  0.114
O  5.66  -1.39  1.72  0.003
C  6.55  -0.75  0.79  -0.018
H  2.06  -1.25  3.84  0.083
H  3.10  0.14  4.24  0.106
H  2.34  0.03  2.64  0.073
H  7.11  0.04  1.28  0.102
H  5.98  -0.35  -0.05  0.095
H  7.22  -1.53  0.44  0.103
C  1.70  -0.60  -4.02  -0.016
O  2.57  -0.07  -3.00  -0.009
C  1.94  0.49  -1.97  -0.631
O  0.74  0.55  -1.82  0.089
O  2.86  0.95  -1.13  0.017
C  2.35  1.66  0.00  -0.018
H  2.37  -1.02  -4.77  0.101
H  1.06  -1.38  -3.61  0.097
H  1.10  0.19  -4.46  0.100
H  1.69  1.00  0.58  0.075
H  1.81  2.54  -0.31  0.086
H  3.21  1.93  0.60  0.088
C  3.82  -2.50  -0.96  -0.018
O  4.96  -3.21  -1.45  0.020
C  4.67  -4.09  -2.42  -0.619
O  3.57  -4.29  -2.87  0.119
O  5.80  -4.68  -2.80  0.011
C  5.64  -5.65  -3.84  -0.028
H  4.19  -1.83  -0.20  0.074
H  3.34  -1.93  -1.75  0.082
H  3.10  -3.19  -0.52  0.100
H  5.24  -5.18  -4.74  0.098
H  4.98  -6.45  -3.52  0.098
H  6.64  -6.03  -4.03  0.096
C  -1.67  7.11  0.79  -0.015
O  -2.77  6.36  0.25  0.015
C  -3.19  5.37  1.02  -0.625
O  -2.72  5.03  2.08  0.114
O  -4.25  4.79  0.43  0.006
C  -4.86  3.79  1.24  -0.042
H  -1.45  7.87  0.04  0.098
H  -1.95  7.58  1.73  0.101
H  -0.81  6.47  0.94  0.093
H  -5.28  4.22  2.15  0.107
H  -4.14  3.02  1.52  0.062
H  -5.66  3.35  0.65  0.098
C  -0.45  3.77  -1.67  -0.048
O  0.25  4.98  -1.32  -0.013
C  0.52  5.76  -2.37  -0.621
O  0.24  5.52  -3.52  0.136
O  1.15  6.85  -1.92  0.001
C  1.51  7.79  -2.95  -0.025
H  -0.59  3.24  -0.73  0.082
H  -1.41  4.00  -2.12  0.103
H  0.14  3.16  -2.35  0.087
H  0.62  8.15  -3.46  0.100
H  2.19  7.33  -3.66  0.100
H  2.01  8.60  -2.43  0.096

Summary:
spin multiplicity = 1
strongest force on any atom = 0.61 eV Å⁻¹
highest occupied orbital energy = -11.93 eV
HOMO-LUMO gap = 9.30 eV
charge = +1

=====

charge of number 1 (C25H53GeN6OS2SeSi3Ti)?
0